7
Properties=species:S:1:pos:R:3 method="wB97M-V/def2-TZVPD" total_charge=0 e_lumo_ev=1.0 total_energy_ha=-336.24687 e_above_lowest_kcal_mol=11.4 homo_energy_ev=-9.5
N 0.00057 -0.66507 -2.11062
N -0.00949 -1.06022 -1.05889
O -0.02908 -0.24024 -3.16639
O -0.51777 0.57635 2.02237
O 0.48959 0.54468 1.04041
H 0.18213 -0.05746 0.31977
H -0.11595 0.90195 2.95334